(1)
The following is a quantum chemistry calculation of 4 unconnected molecules or ions with the total composition C31H63NO14 at a distorted geometry, from OMol25.

```
109
C31H63NO14 | OMol25 | ωB97M-V/def2-TZVPD
C 0.222 0.084 5.696
C 0.003 1.385 5.609
C 0.132 2.947 5.126
O 0.950 3.236 3.984
C 2.348 3.462 4.341
C 3.148 2.090 4.749
C 4.639 2.020 4.109
C 5.670 3.043 4.865
O 0.429 3.597 6.410
C -0.723 3.149 7.205
O -0.754 2.841 8.429
O -1.867 3.074 6.288
C -1.396 3.527 4.986
C -1.594 5.105 4.691
N -1.961 5.936 5.875
C -1.964 2.841 3.638
O -3.406 2.654 3.609
C -3.722 1.315 4.105
C -4.923 1.507 5.200
H 0.453 -1.032 5.777
H 2.875 3.826 3.364
H 2.513 4.316 5.107
H 2.573 1.137 4.457
H 3.211 2.094 5.908
H 4.627 2.320 2.991
H 5.074 0.942 4.209
H 5.090 3.958 5.275
H 6.430 3.381 4.048
H 6.280 2.502 5.679
H -2.480 5.209 3.939
H -0.679 5.557 4.129
H -1.361 5.763 6.695
H -2.966 5.897 6.097
H -1.713 3.572 2.763
H -1.477 1.838 3.357
H -2.846 0.829 4.698
H -4.121 0.622 3.268
H -5.662 2.280 4.773
H -4.402 1.842 6.174
H -5.478 0.503 5.369
C 3.526 0.164 -4.276
O 3.650 0.428 -2.889
C 5.002 0.563 -2.459
C 5.161 1.736 -1.492
O 5.013 3.034 -2.078
C 3.708 3.392 -2.543
C 2.655 3.562 -1.448
O 2.304 2.309 -0.871
C 2.154 2.354 0.537
H 3.721 -0.893 -4.475
H 2.501 0.397 -4.574
H 4.197 0.791 -4.868
H 5.669 0.714 -3.309
H 5.279 -0.366 -1.952
H 6.187 1.710 -1.108
H 4.517 1.632 -0.620
H 3.372 2.706 -3.320
H 3.834 4.363 -3.032
H 1.746 3.984 -1.886
H 3.034 4.258 -0.692
H 2.930 2.965 1.008
H 2.257 1.335 0.916
H 1.162 2.732 0.796
C -7.798 -5.831 3.307
O -8.098 -4.636 2.608
C -8.470 -3.559 3.464
C -7.810 -2.251 3.028
O -6.395 -2.184 3.232
C -5.582 -3.045 2.430
C -5.570 -2.718 0.937
O -6.820 -3.032 0.331
C -7.258 -2.060 -0.604
H -8.722 -6.342 3.590
H -7.227 -6.479 2.639
H -7.185 -5.638 4.192
H -8.189 -3.766 4.498
H -9.557 -3.454 3.407
H -8.228 -1.449 3.645
H -8.062 -1.994 1.999
H -5.831 -4.091 2.611
H -4.563 -2.910 2.804
H -4.808 -3.326 0.442
H -5.316 -1.661 0.804
H -7.072 -1.043 -0.247
H -8.336 -2.178 -0.729
H -6.768 -2.221 -1.568
C 2.786 -5.992 -7.389
O 2.468 -4.802 -8.089
C 2.075 -3.731 -7.234
C 2.715 -2.412 -7.667
O 4.127 -2.322 -7.457
C 4.960 -3.168 -8.256
C 4.974 -2.840 -9.749
O 3.733 -3.174 -10.362
C 3.284 -2.209 -11.298
H 1.869 -6.518 -7.110
H 3.370 -6.629 -8.056
H 3.392 -5.789 -6.503
H 2.356 -3.935 -6.199
H 0.987 -3.645 -7.295
H 2.280 -1.617 -7.051
H 2.461 -2.159 -8.696
H 4.727 -4.218 -8.078
H 5.974 -3.016 -7.876
H 5.749 -3.434 -10.240
H 5.211 -1.778 -9.879
H 3.450 -1.189 -10.939
H 2.208 -2.345 -11.429
H 3.781 -2.360 -12.259
```

Computed properties:
- Lowest unoccupied orbital energy: 0.41 eV
- Net charge: 0
- Multiplicity: 1
- HOMO-LUMO gap: 0.350 Eh
- SMILES: C#C[C@]1(OCCCC)OC(=O)O[C@]1(CN)COCC.COCCOCCOC.COCCOCCOC.COCCOCCOC

Mulliken population analysis, charges in e, atoms 1 to 5: -0.818, -0.195, 0.525, -0.092, -0.569


(2)
The following is a quantum chemistry calculation of a single C6H11NO2 molecule at a distorted geometry, from OMol25.

```
20
C6H11NO2 | OMol25 | ωB97M-V/def2-TZVPD
C -1.221 1.586 0.915
C -0.885 0.427 0.381
C -1.853 -0.718 0.297
C 0.653 -0.007 0.123
C 1.604 1.180 0.232
O 1.106 -1.117 0.892
C 0.531 -0.416 -1.334
N 0.735 -1.713 -1.623
O -0.058 0.376 -2.066
H -2.180 1.700 1.397
H -0.588 2.461 0.925
H -2.223 -0.791 -0.726
H -2.690 -0.559 0.974
H -1.397 -1.676 0.534
H 2.633 0.836 0.103
H 1.497 1.673 1.202
H 1.372 1.902 -0.550
H 1.140 -0.832 1.809
H 1.160 -2.284 -0.912
H 0.664 -2.029 -2.574
```

Computed properties:
- Lowest unoccupied orbital energy: 0.71 eV
- Net charge: 0
- Multiplicity: 1
- HOMO-LUMO gap: 0.370 Eh
- ΔE to the lowest compared entry with this formula, charge and spin: 27.1 kcal/mol
- SMILES: C=C(C)[C@@](C)(O)C(N)=O

Mulliken population analysis, charges in e, atoms 1 to 5: -1.066, 0.558, -1.391, 1.664, -2.017


(3)
The following is a quantum chemistry calculation of a molecular structure, C5H39N2O19S2 at a distorted geometry, from OMol25.

```
67
C5H39N2O19S2 | OMol25 | ωB97M-V/def2-TZVPD
C -2.438 1.563 -2.622
C -1.053 0.852 -2.826
O -0.814 0.510 -4.202
C 0.161 1.669 -2.252
O -0.176 2.191 -0.948
S 1.103 2.158 0.088
O 2.432 2.184 -0.602
O 1.020 3.433 0.881
N 0.981 0.929 1.244
S 1.356 -0.573 0.566
O 2.757 -0.701 0.037
O 0.407 -0.873 -0.576
C 0.965 -1.862 1.838
C 0.569 -3.230 1.148
N 1.522 -3.682 0.105
H -3.187 1.116 -3.311
H -2.758 1.328 -1.574
H -2.336 2.666 -2.716
H -1.125 -0.132 -2.293
H -0.885 -0.453 -4.238
H 1.006 0.943 -2.236
H 0.379 2.522 -2.935
H 0.034 -1.510 2.344
H 1.769 -1.967 2.585
H 0.489 -4.029 1.923
H -0.427 -3.132 0.649
H 1.284 -4.663 -0.054
H 1.342 -3.235 -0.791
O 2.893 -2.617 -2.250
H 2.699 -2.091 -1.462
H 3.153 -1.974 -2.915
O 1.077 -2.719 4.574
H 0.616 -3.439 5.018
H 1.841 -2.554 5.138
O 2.370 2.259 -4.098
H 2.277 2.516 -5.021
H 3.228 2.610 -3.839
O -1.700 -1.748 4.174
H -1.280 -1.763 5.032
H -2.046 -0.855 4.105
O -2.850 -0.905 1.582
H -2.277 -0.156 1.375
H -2.380 -1.375 2.283
O 2.532 5.164 -1.758
H 2.653 4.352 -1.241
H 1.688 5.508 -1.451
O 1.078 6.980 -4.188
H 1.617 7.759 -4.347
H 1.573 6.484 -3.523
O -2.138 -0.472 6.340
H -2.851 0.142 6.135
H -2.390 -0.844 7.192
O -1.237 -2.252 -3.808
H -1.785 -2.666 -3.131
H -0.586 -2.928 -4.032
O 1.958 4.093 4.057
H 1.903 3.910 3.107
H 2.087 3.227 4.451
O -0.593 1.256 4.796
H -0.188 2.044 5.170
H -0.083 1.091 3.992
O -2.967 -3.516 -5.846
H -3.743 -3.003 -6.090
H -2.551 -2.995 -5.143
O -2.340 -4.260 1.909
H -3.046 -3.630 1.727
H -2.585 -4.651 2.753
```

Computed properties:
- Lowest unoccupied orbital energy: 1.76 eV
- Net charge: -1
- Multiplicity: 1
- HOMO-LUMO gap: 0.291 Eh

Mulliken population analysis, charges in e, atoms 1 to 5: -1.410, 0.713, -0.614, -0.387, -0.291


(4)
The following is a quantum chemistry calculation of 2 unconnected molecules or ions with the total composition C4H8BrNO at a distorted geometry, from OMol25.

```
15
C4H8BrNO | OMol25 | ωB97M-V/def2-TZVPD
C -0.813 -1.447 -0.405
C -0.042 1.355 -1.050
C -0.025 0.950 1.459
C 0.349 0.503 0.091
N -0.003 -2.424 -0.166
O -1.918 -1.186 -0.805
Br 2.196 0.021 -0.152
H -1.077 1.075 -1.234
H 0.191 2.493 -0.785
H 0.650 1.097 -1.890
H 0.360 2.001 1.644
H -1.157 0.867 1.529
H 0.334 0.192 2.168
H 1.040 -2.096 -0.163
H -0.086 -3.400 -0.242
```

Computed properties:
- Lowest unoccupied orbital energy: 0.53 eV
- Net charge: 0
- Multiplicity: 1
- HOMO-LUMO gap: 0.313 Eh
- ΔE to the lowest compared entry with this formula, charge and spin: 55.7 kcal/mol

Mulliken population analysis, charges in e, atoms 1 to 5: 0.643, -1.075, -1.156, 0.320, -0.286


(5)
The following is a quantum chemistry calculation of a molecular structure, C3H2N2S3 at a distorted geometry, from OMol25.

```
10
C3H2N2S3 | OMol25 | ωB97M-V/def2-TZVPD
C 0.906 -0.728 -0.029
C -0.426 -0.245 0.062
C -0.762 1.202 0.088
H 3.257 -0.649 0.205
H 0.976 -1.710 -0.126
N -1.456 -1.157 -0.144
N -2.568 -0.627 0.040
S 2.272 0.257 -0.022
S -2.421 1.122 -0.022
S 0.221 2.537 -0.053
```

Computed properties:
- Lowest unoccupied orbital energy: -1.49 eV
- Net charge: 0
- Multiplicity: 1
- HOMO-LUMO gap: 0.261 Eh
- ΔE to the lowest compared entry with this formula, charge and spin: 19.0 kcal/mol

Mulliken population analysis, charges in e, atoms 1 to 5: -0.212, 0.187, 0.297, 0.139, 0.503


(6)
The following is a quantum chemistry calculation of a gas-phase ion, C3H3N2O2 (charge +1) at a distorted geometry, from OMol25.

```
10
C3H3N2O2 | OMol25 | ωB97M-V/def2-TZVPD
O -3.678 -0.008 -0.129
C -2.537 -0.084 0.003
N -1.331 0.133 0.242
C -0.156 -0.116 -0.299
C 0.935 0.417 0.302
N 2.089 -0.611 0.496
O 2.235 -1.313 -0.402
H 0.009 -0.628 -1.260
H 1.532 1.107 -0.250
H 0.902 1.103 1.298
```

Computed properties:
- Lowest unoccupied orbital energy (alpha / beta): -7.20 / -7.20 eV
- Net charge: +1
- Multiplicity: 1
- HOMO-LUMO gap (alpha / beta): 0.274 / 0.274 Eh
- ΔE to the lowest compared entry with this formula, charge and spin: 95.7 kcal/mol
- SMILES: O=C=[N+]=CCN=O

Mulliken population analysis, charges in e, atoms 1 to 5: -0.175, 0.640, -0.239, 0.178, -0.477